# 1
{
  "formula": "C2H3NOS2",
  "method": "the ωB97M-V functional and the def2-TZVPD basis",
  "largest_force_ha_per_bohr": 0.0498,
  "energy_ha": -1004.28087,
  "e_above_lowest_ev": 2.903,
  "molar_mass_g_mol": 121.186,
  "total_charge": 0,
  "species": ["C", "C", "N", "O", "S", "S", "H", "H", "H"],
  "positions_angstrom": [[-2.17740, -1.10819, 0.23964], [0.90033, 0.54505, -0.51469], [-1.10235, -0.72314, 0.89319], [-2.81658, -0.49933, -0.60820], [-0.22770, 0.56216, 0.62724], [2.17178, 1.70903, -0.42748], [-2.49027, -2.04065, 0.76309], [1.23552, -0.06902, -1.40849], [1.94517, 2.11255, 0.87015]]
}

---

# 2
{
  "formula": "C19H19NO2",
  "method": "the ωB97M-V functional and the def2-TZVPD basis",
  "smiles": "CN1c2ccccc2C(C)(C)[C@]12C=Cc1cc(O)ccc1O2",
  "largest_force_ha_per_bohr": 0.0130,
  "energy_ha": -940.66030,
  "e_above_lowest_ev": 1.529,
  "molar_mass_g_mol": 293.366,
  "total_charge": 0,
  "species": ["C", "N", "C", "C", "C", "C", "C", "C", "C", "C", "C", "C", "C", "C", "C", "C", "C", "O", "C", "C", "C", "O", "H", "H", "H", "H", "H", "H", "H", "H", "H", "H", "H", "H", "H", "H", "H", "H", "H", "H", "H"],
  "positions_angstrom": [[1.76286, 0.33407, 2.28297], [1.70941, 0.05969, 0.86856], [2.18824, -1.12900, 0.34431], [3.09580, -2.01689, 0.89473], [3.46587, -3.12374, 0.14333], [2.94445, -3.34247, -1.11913], [2.03397, -2.44585, -1.66898], [1.66064, -1.34752, -0.93278], [0.74018, -0.20524, -1.28601], [-0.57312, -0.65322, -1.92035], [1.47672, 0.74859, -2.23261], [0.52026, 0.44999, 0.13100], [0.39016, 1.94230, 0.09146], [-0.77835, 2.55731, 0.25699], [-1.96904, 1.78960, 0.55421], [-3.23739, 2.35593, 0.63308], [-4.33181, 1.58491, 0.98922], [-5.59173, 2.10206, 1.06999], [-4.15337, 0.23572, 1.28701], [-2.89956, -0.33562, 1.21137], [-1.80106, 0.42804, 0.83143], [-0.59343, -0.18520, 0.78103], [1.19545, -0.39514, 2.87225], [1.34965, 1.32675, 2.46030], [2.80344, 0.32326, 2.60634], [3.50543, -1.86294, 1.88090], [4.17109, -3.82925, 0.55860], [3.24382, -4.21415, -1.68149], [1.62611, -2.61745, -2.65419], [-0.37809, -1.08117, -2.90053], [-1.24632, 0.19432, -2.04008], [-1.06117, -1.40504, -1.30571], [2.40964, 1.08410, -1.78615], [1.71105, 0.22421, -3.15627], [0.86036, 1.61335, -2.46975], [1.30812, 2.48083, -0.07801], [-0.86118, 3.63359, 0.20829], [-3.35829, 3.40935, 0.41414], [-5.57271, 3.04010, 0.84713], [-5.01258, -0.34918, 1.57241], [-2.75355, -1.37900, 1.44103]]
}

---

# 3
{
  "formula": "C25H38CdCl2N2O3P",
  "method": "the ωB97M-V functional and the def2-TZVPD basis",
  "largest_force_ha_per_bohr": 0.1602,
  "energy_ha": -2740.04947,
  "e_above_lowest_ev": 6.189,
  "molar_mass_g_mol": 628.882,
  "total_charge": -1,
  "species": ["O", "C", "C", "C", "H", "C", "H", "C", "H", "C", "H", "C", "H", "H", "C", "C", "H", "H", "H", "C", "C", "H", "H", "H", "H", "Cd", "Cl", "Cl", "H", "H", "C", "C", "N", "H", "C", "O", "H", "H", "H", "H", "H", "H", "C", "C", "N", "H", "C", "O", "H", "H", "H", "H", "C", "P", "C", "C", "C", "C", "C", "C", "C", "H", "H", "H", "H", "H", "H", "H", "H", "H", "H", "H"],
  "positions_angstrom": [[-1.16155, -1.22741, -0.30586], [-1.45001, -1.83701, -1.53153], [-1.12312, -3.31211, -1.50683], [-0.29788, -3.84917, -0.52486], [0.07196, -3.19002, 0.24630], [0.02941, -5.19748, -0.52667], [0.68458, -5.59535, 0.23917], [-0.47883, -6.03762, -1.50840], [-0.22507, -7.09005, -1.51339], [-1.32236, -5.51644, -2.48142], [-1.73185, -6.16412, -3.24619], [-1.63731, -4.16537, -2.47860], [-2.29137, -3.76067, -3.24135], [-2.51971, -1.74953, -1.75219], [-1.34692, 0.25403, -2.91369], [-0.70860, -1.06337, -2.61383], [-1.14656, 0.61392, -3.91951], [-1.01696, 1.00635, -2.19950], [-2.43111, 0.18026, -2.79860], [0.40882, -1.53054, -3.17499], [1.26077, -0.86876, -4.20454], [0.74648, -2.51724, -2.87635], [1.33265, -1.43279, -5.13040], [2.27728, -0.72010, -3.83171], [0.88051, 0.12633, -4.45006], [0.12321, 0.07121, 0.11739], [1.79116, -1.39734, 0.79006], [1.03777, 0.34658, -1.99376], [-1.90130, -3.76931, 3.58357], [0.09744, -2.34310, 4.76639], [-1.44976, -3.33577, 2.69252], [0.28757, -1.95407, 3.76631], [-0.93413, -2.01540, 2.98326], [-2.20109, -3.28099, 1.90970], [-1.41848, -0.94311, 2.37282], [-0.76404, 0.06207, 2.04506], [0.63715, -0.93074, 3.81380], [-2.49990, -0.99095, 2.18771], [-0.63705, -3.98035, 2.35723], [1.05190, -2.55519, 3.28047], [-3.00915, 4.47360, -0.20431], [-5.04265, 3.06708, 0.96411], [-3.07104, 3.62479, -0.88615], [-4.77504, 2.26137, 0.28115], [-3.40657, 2.41703, -0.16271], [-2.11626, 3.49922, -1.38552], [-2.50417, 1.45076, 0.00965], [-1.30034, 1.57674, -0.27239], [-4.87364, 1.30955, 0.78903], [-2.89429, 0.51298, 0.40164], [-3.82377, 3.83294, -1.64498], [-5.45467, 2.28925, -0.57189], [2.16335, 1.48136, 2.70174], [1.71790, 1.91495, 0.97218], [0.34166, 3.00572, 1.49802], [3.25459, 2.87366, 0.80532], [3.52534, 3.98847, 1.63252], [4.71312, 4.70835, 1.49273], [5.64205, 4.33775, 0.52447], [5.38270, 3.24715, -0.31039], [4.19355, 2.51604, -0.17322], [1.27834, 1.06663, 3.21093], [2.49658, 2.33358, 3.32188], [2.96208, 0.71133, 2.69344], [0.68927, 3.77750, 2.21009], [-0.06493, 3.53392, 0.61219], [-0.46419, 2.44190, 1.99993], [2.83166, 4.31443, 2.39157], [4.90875, 5.55457, 2.14037], [6.56259, 4.89888, 0.42036], [6.10595, 2.96546, -1.06456], [4.00752, 1.67376, -0.82476]]
}

---

# 4
{
  "formula": "C5H8O2",
  "method": "the ωB97M-V functional and the def2-TZVPD basis",
  "largest_force_ha_per_bohr": 0.0094,
  "energy_ha": -345.61783,
  "e_above_lowest_ev": 5.092,
  "molar_mass_g_mol": 100.117,
  "total_charge": 0,
  "species": ["O", "C", "C", "C", "C", "C", "O", "H", "H", "H", "H", "H", "H", "H", "H"],
  "positions_angstrom": [[-1.98049, -1.33040, -0.23293], [-1.83216, -0.22040, 0.32604], [0.27897, -0.01635, 0.85592], [0.96759, -0.53465, -0.25024], [1.16525, 0.83132, -0.91380], [0.46154, 1.37006, 0.35828], [0.21374, 2.47411, 0.76702], [-0.80592, -1.50172, -1.04093], [-2.03980, -0.10963, 1.39594], [-1.87479, 0.70330, -0.27153], [0.18117, -0.41407, 1.86061], [1.63846, -1.38737, -0.29109], [0.02165, -1.32316, -1.17190], [0.67258, 1.00306, -1.87554], [2.21042, 1.15318, -0.97406]]
}

---

# 5
{
  "formula": "C11H20IrN3P2",
  "method": "the ωB97M-V functional and the def2-TZVPD basis",
  "s_squared": 8.798,
  "largest_force_ha_per_bohr": 0.0684,
  "multiplicity": 6,
  "energy_ha": -1381.90645,
  "e_above_lowest_ev": 0.000,
  "molar_mass_g_mol": 448.467,
  "total_charge": 1,
  "species": ["C", "C", "C", "C", "C", "Ir", "P", "H", "H", "H", "H", "H", "H", "H", "H", "C", "N", "C", "N", "C", "N", "C", "P", "C", "C", "H", "H", "H", "H", "H", "H", "H", "H", "H", "H", "H", "H"],
  "positions_angstrom": [[-0.63491, 2.23379, -0.82461], [0.50312, 2.72307, -0.16883], [0.17134, 3.03820, 1.18565], [-1.21327, 2.75132, 1.40756], [-1.77870, 2.24205, 0.23156], [-0.79171, -2.08503, -0.62235], [1.08367, -2.33069, -1.73866], [-0.74759, 1.89178, -1.84794], [1.48767, 2.82501, -0.62157], [0.85925, 3.44234, 1.92709], [-2.79361, 1.90837, 0.04553], [-1.75011, 2.91056, 2.34160], [2.33978, -2.30722, -1.03523], [1.32092, -1.31846, -2.72628], [1.22724, -3.53103, -2.51125], [-0.82135, -2.99653, 4.18388], [-0.33205, -3.93728, 3.15615], [1.13485, -4.05721, 3.17796], [1.81256, -2.74210, 3.10935], [1.29233, -1.84427, 4.16971], [-0.18163, -1.65884, 4.08934], [-0.58188, -0.94593, 2.85613], [-0.11203, -1.93559, 1.36753], [-0.85367, -3.61333, 1.83755], [1.70364, -2.13064, 1.79164], [-0.57137, -3.41601, 5.17220], [-1.90905, -2.88044, 4.07791], [1.46669, -4.68391, 2.33803], [1.41697, -4.52290, 4.13633], [1.77865, -0.86388, 4.07161], [1.52516, -2.29985, 5.14593], [-1.66695, -0.78442, 2.82454], [-0.07915, 0.02788, 2.76076], [-0.56902, -4.35678, 1.07814], [-1.94687, -3.50144, 1.89782], [2.12331, -1.11366, 1.80034], [2.20409, -2.73109, 1.02211]]
}

---

# 6
{
  "formula": "C4H11NO",
  "method": "the ωB97M-V functional and the def2-TZVPD basis",
  "smiles": "CNCCCO",
  "largest_force_ha_per_bohr": 0.0939,
  "energy_ha": -288.90656,
  "e_above_lowest_ev": 3.006,
  "molar_mass_g_mol": 89.138,
  "total_charge": 0,
  "species": ["C", "N", "C", "C", "C", "O", "H", "H", "H", "H", "H", "H", "H", "H", "H", "H", "H"],
  "positions_angstrom": [[-2.14488, 0.52273, -0.54478], [-0.91882, 0.70753, 0.33561], [0.26490, 0.59648, -0.64702], [0.99054, -0.70288, -0.51588], [1.59775, -0.91656, 0.87482], [1.04484, -0.65966, 2.17817], [-2.35489, -0.52248, -0.67265], [-2.10771, 1.08589, -1.58205], [-2.89167, 0.94960, 0.05750], [-1.00059, 1.65762, 0.88535], [1.15602, 1.30900, -0.30719], [0.00272, 0.94855, -1.69258], [1.61737, -1.00161, -1.29897], [0.14033, -1.37234, -0.60703], [1.64538, -1.95046, 0.88360], [2.62042, -0.64867, 0.69655], [0.33830, -0.00275, 1.95654]]
}